# C39H49NO15

A 7-piece molecular cluster, C39H49NO15 overall in a non-equilibrium geometry (ωB97M-V/def2-TZVPD, the Open Molecules 2025 dataset).

ORCA input file:
```
! RIJCOSX wB97M-V def2-TZVPD def2/J DEFGRID3
* xyz 0 1
C 1.1076 1.9576 2.7254
O 0.6016 1.2816 1.5986
C -0.8332 1.0002 1.4348
C -1.0800 -0.2627 0.5017
N 0.0392 -0.5243 -0.3754
C -0.1653 -1.7429 -1.1760
C -0.2963 -3.0320 -0.3926
O 0.4340 -4.0979 -0.9876
C 1.8226 -4.1715 -0.3579
H 2.1699 2.2011 2.7078
H 1.0454 1.3925 3.6554
H 0.5758 2.8824 2.9487
H -1.2920 1.8580 0.9431
H -1.3683 0.6056 2.2985
H -2.1516 -0.4047 0.3619
H -0.9167 -1.0831 1.2006
H 0.6272 -0.6637 0.4338
H 0.7062 -1.8532 -1.8213
H -1.0603 -1.7403 -1.7982
H -1.3592 -3.2700 -0.3515
H 0.0204 -2.8726 0.6381
H 2.3501 -3.2179 -0.3813
H 2.5922 -4.7201 -0.9008
H 1.7722 -4.5176 0.6744
C 4.6296 -7.6866 3.6206
C 5.0906 -6.5635 2.8647
C 4.5387 -6.2937 1.6490
C 3.7010 -7.2412 1.1336
C 3.3523 -8.4025 1.8227
C 3.7549 -8.5642 3.0843
O 3.3818 -9.6619 3.7577
O 4.8331 -5.0447 1.0507
H 5.0502 -7.8250 4.6056
H 5.9185 -5.9470 3.1825
H 3.0811 -7.0143 0.2788
H 2.5102 -9.0533 1.6391
H 2.8011 -9.3653 4.4622
H 5.7771 -4.9130 1.1652
C 3.5693 5.1419 -0.1613
C 4.4971 4.2819 -0.6850
C 3.9873 3.0851 -1.2241
C 2.5938 2.8070 -1.2134
C 1.7345 3.6006 -0.5170
C 2.2318 4.8133 0.0294
O 1.3612 5.7734 0.4526
O 4.7493 2.3036 -2.0358
H 3.9340 6.0702 0.2529
H 5.5353 4.5784 -0.7105
H 2.2655 1.8101 -1.4680
H 0.7065 3.2757 -0.4528
H 0.6069 6.0273 -0.0842
H 5.6720 2.4280 -1.8019
C -2.9002 2.4335 -1.7036
C -4.2191 2.3347 -1.4190
C -4.9149 1.2388 -1.9300
C -4.2017 0.2755 -2.6285
C -2.8307 0.2942 -2.8334
C -2.1168 1.4263 -2.3207
O -0.7385 1.5180 -2.4196
O -6.2728 1.0043 -1.6547
H -2.5174 3.3923 -1.3865
H -4.6526 3.1702 -0.8895
H -4.6814 -0.6038 -3.0324
H -2.3749 -0.4875 -3.4229
H -0.4436 1.0713 -1.6227
H -6.6332 0.1818 -1.9942
C -5.0378 -0.8723 2.7083
C -4.4449 -1.5919 3.7842
C -3.3203 -2.4059 3.4780
C -3.0844 -2.9479 2.2134
C -3.8241 -2.4641 1.1680
C -4.6388 -1.3518 1.4051
O -5.3572 -0.9823 0.3391
O -2.4363 -2.7943 4.5416
H -5.7875 -0.1175 2.8944
H -4.6399 -1.3860 4.8263
H -2.2461 -3.6209 2.1095
H -3.6054 -2.7801 0.1587
H -6.0463 -0.4425 0.7331
H -2.4694 -2.4138 5.4223
C -1.7534 5.6682 0.7456
C -2.7922 6.1020 1.5603
C -3.3098 7.3370 1.3926
C -3.1132 8.0039 0.1565
C -2.2856 7.4776 -0.7692
C -1.5899 6.3213 -0.5023
O -0.7226 5.8513 -1.3839
O -4.1557 7.9846 2.2341
H -1.3678 4.7146 1.0747
H -3.0279 5.5897 2.4814
H -3.5794 8.9547 -0.0556
H -2.1823 8.0458 -1.6818
H -0.6605 6.3843 -2.1800
H -4.3675 8.8799 1.9602
C 2.5807 -1.6730 -4.5207
C 4.0167 -1.9574 -4.3978
O 4.5204 -1.3012 -5.5063
C 3.5838 -0.9027 -6.3309
O 3.8611 -0.3692 -7.4365
O 2.4206 -1.2519 -5.7727
H 2.3874 -0.9477 -3.7303
H 2.1754 -2.6336 -4.2029
H 4.1153 -3.0378 -4.5039
H 4.4765 -1.7435 -3.4330
*
```

* HOMO: -7.59 eV
* SMILES: Oc1ccc(O)cc1.Oc1ccc(O)cc1.Oc1ccc(O)cc1.Oc1ccc(O)cc1.Oc1ccc(O)cc1.COCCNCCOC.O=C1OCCO1
* max |F|: 0.1005 Eh/bohr